DFT (wB97M-V/def2-TZVPD) results for a molecular structure, C12H27As3BF2RuS3.

CARTESIAN COORDINATES (ANGSTROEM)
Ru (0.9520, -1.9362, 1.4398)
As (2.0710, 0.1421, 0.7508)
As (-1.0342, 2.0728, -3.3294)
As (-1.3462, -1.0625, 1.0994)
S (1.8375, -3.2264, -0.3544)
S (-0.2121, -4.8859, 2.4414)
S (1.2025, -2.4728, 3.7994)
F (4.1770, -4.6613, -0.0796)
F (3.9267, -3.0318, 1.4569)
C (0.4860, -3.5210, 2.7743)
C (0.9566, 0.9569, -0.6197)
C (-0.3668, 0.2448, -3.6117)
C (2.6260, 1.5288, 1.9698)
C (-0.4229, 2.2722, 1.0510)
C (-2.0267, -0.3541, 2.7731)
C (-2.8496, -2.1409, 0.5468)
C (-0.8741, 2.4804, -1.3785)
C (-2.9356, 1.5949, -3.3342)
C (-0.4512, 1.4887, -0.2710)
C (3.7001, -0.0732, -0.2558)
C (-1.5339, 0.3999, -0.1725)
B (3.4032, -3.7164, 0.4230)
H (-2.4792, 0.8714, 0.0896)
H (2.8157, 2.4313, 1.3972)
H (-2.6878, -2.5186, -0.4597)
H (-1.3960, 2.7269, 1.2491)
H (-1.2452, 0.1508, 3.3309)
H (4.0342, 0.9088, -0.5789)
H (-1.8669, 2.8708, -1.1309)
H (-3.5193, 2.4403, -2.9694)
H (1.8857, 1.7197, 2.7361)
H (-0.1843, 1.6276, 1.8996)
H (-1.6766, -0.0863, -1.1314)
H (0.3199, 3.0720, 1.0193)
H (-2.8444, 0.3321, 2.5750)
H (3.5473, 1.1905, 2.4351)
H (3.5205, -0.7121, -1.1127)
H (-0.1947, 3.3329, -1.3467)
H (-3.2352, 1.3929, -4.3621)
H (0.7218, 0.2338, -3.6587)
H (-2.3894, -1.1921, 3.3638)
H (-2.9764, -2.9803, 1.2249)
H (0.9008, 0.1787, -1.3736)
H (4.4566, -0.5254, 0.3804)
H (-0.7434, -0.0289, -4.5981)
H (-0.7137, -0.5047, -2.8999)
H (1.5539, 1.7653, -1.0412)
H (-3.7327, -1.5127, 0.5695)
H (-3.1566, 0.7164, -2.7259)

Computed properties:
Frontier orbital gap (alpha / beta)   7.61 / 5.27 eV
HOMO (alpha / beta)   -11.16 / -11.17 eV
Total charge   +1
Multiplicity   5
ΔE to the lowest compared entry with this formula, charge and spin   0.0 kJ/mol

=====

DFT (wB97M-V/def2-TZVPD) results for 17 unconnected molecules or ions with the total composition C38H112N2O24.

CARTESIAN COORDINATES (ANGSTROEM)
O (-5.1087, 2.7422, -1.7476)
O (1.8895, -6.5209, -3.1068)
O (-4.3488, -1.1240, -1.8382)
O (-0.5715, 0.1904, -1.6964)
O (3.5480, 3.1408, 0.8440)
O (1.7883, 2.3835, 3.0583)
O (2.8002, -4.8869, 5.0902)
O (3.3814, -0.3935, -2.1918)
O (-0.2742, 6.6761, -2.0022)
O (-0.5933, 2.4249, -3.4366)
O (4.5519, -2.2556, 1.9074)
O (-0.8160, 4.7423, 0.1999)
O (-2.5667, -3.0818, -2.3306)
O (-0.1606, -2.7062, 2.7543)
O (2.8177, -2.2530, 6.0799)
O (-4.2653, 1.2794, -6.5615)
O (-1.7832, 5.1799, 2.8609)
O (-4.0595, 0.6357, 5.7395)
O (-4.7915, 2.2582, 1.1489)
O (-4.6527, 1.0046, -3.7702)
O (-1.1453, 7.2813, 4.4466)
O (0.0670, -2.4571, -2.0618)
O (-1.3914, -4.4288, 1.1005)
O (4.4148, -0.4695, -4.8505)
N (6.0010, 0.4539, 0.1175)
N (1.6628, -6.1272, 0.5381)
C (0.5807, 3.5852, -5.0923)
C (0.1726, 0.5638, -0.5040)
C (-3.7933, -0.3600, -0.7984)
C (3.3324, -3.2747, 0.1378)
C (-4.3178, -0.7349, 6.1009)
C (2.4056, -5.6901, -4.1670)
C (-0.4810, 5.2846, -2.1915)
C (-1.9331, -4.2955, 2.4267)
C (3.3354, -3.8233, 4.3382)
C (2.3103, 3.6385, 0.4163)
C (2.9077, -1.2263, -3.1845)
C (0.1543, 2.2494, -4.5745)
C (0.6886, 0.8650, 4.5980)
C (-0.7713, -3.8294, 3.3064)
C (-3.3131, 1.0576, -4.2683)
C (-1.8538, -2.5565, -3.4245)
C (-3.6179, 2.9562, 1.5743)
C (3.9726, 1.8657, 0.3669)
C (-3.2715, 0.6370, -5.7683)
C (-3.1843, -1.5607, 5.6401)
C (-4.9313, 4.1528, -1.9197)
C (6.1536, 2.9692, -0.0137)
C (0.2743, -7.5728, -0.9854)
C (-0.0307, -0.4353, 0.5887)
C (-3.8838, -1.0887, 0.5236)
C (3.9470, -1.6112, -4.2407)
C (-0.2369, 6.8852, 3.4460)
C (3.3310, -2.1650, 1.1849)
C (1.6143, -6.8440, -0.7532)
C (-2.7055, 2.1854, 2.4997)
C (-1.3450, 4.6815, -1.0993)
C (-0.4142, -2.9660, -3.2640)
C (5.4741, 1.6927, 0.6462)
C (-4.1402, 4.5079, -3.1460)
C (-0.4316, 5.4335, 3.1174)
C (2.0258, -5.8512, -1.8386)
C (2.0381, 1.2835, 3.9449)
C (2.7368, -2.4797, 4.6753)
H (-0.5412, 1.6772, -2.8068)
H (4.3783, -3.4173, -0.1925)
H (-0.4932, -2.7666, -1.3737)
H (-4.5068, -0.5292, -2.5564)
H (1.3519, -4.9491, -1.8479)
H (-4.5928, 4.1414, -4.0617)
H (3.7259, -2.2855, 6.3649)
H (1.4271, 2.9980, 0.6209)
H (2.1995, 3.9137, -0.6407)
H (5.5797, 0.1816, -0.7762)
H (0.2506, 1.7142, 5.1050)
H (2.5694, -2.1528, -2.7698)
H (-2.3943, 1.2880, 1.9714)
H (-2.0302, -4.6565, 0.4619)
H (-1.4568, 5.0897, 0.8455)
H (-5.1293, 1.0661, -6.1711)
H (-4.9139, -1.3722, 0.7232)
H (4.7900, -3.2166, 1.9053)
H (-2.2931, 5.2418, -1.1365)
H (-1.0077, 5.1566, -3.1356)
H (-0.0263, 0.4966, 3.8139)
H (3.8499, 1.7959, -0.7439)
H (-1.1160, -0.5397, 0.8093)
H (-5.0475, 1.5691, 1.7618)
H (0.1777, -2.5924, -4.0924)
H (-0.7672, 7.2385, 5.3259)
H (1.6870, -2.4050, 4.4024)
H (1.8582, -4.7311, -4.1905)
H (-3.9600, 3.9029, 2.0414)
H (-3.1773, -1.8674, 0.7491)
H (-1.6163, 3.6753, -1.3980)
H (1.1115, 3.4662, -6.0439)
H (-3.3935, -0.4578, -5.8967)
H (0.1835, 5.2206, 2.2093)
H (-0.3649, -0.7225, -1.9541)
H (4.7070, -2.2251, -3.7492)
H (2.1672, 4.5578, 0.9823)
H (-5.2532, -0.9881, 5.6212)
H (0.0562, -2.9284, 1.8314)
H (1.0881, 1.7052, -4.4075)
H (-0.3242, 4.1785, -5.2742)
H (1.0641, -5.3086, 0.5833)
H (-3.2698, -2.6342, 5.9521)
H (3.0840, -5.5906, -1.6968)
H (-2.9939, -1.5604, 4.5559)
H (-0.1784, 1.5666, -0.2143)
H (-3.3875, -2.5507, -2.2251)
H (3.3423, -1.1733, 0.7120)
H (-0.5116, -6.8941, -1.1638)
H (-0.1358, -4.7141, 3.4313)
H (2.8112, 1.5123, 4.6606)
H (-4.5245, -0.8534, 7.1849)
H (-3.2247, 1.8770, 3.4063)
H (-3.1444, 4.0468, -3.0098)
H (2.7053, -2.9607, -0.7034)
H (2.4227, 0.4809, 3.3083)
H (1.2918, -6.7462, 1.2290)
H (0.7799, 0.0699, 5.3415)
H (-3.5096, -0.3098, 1.1874)
H (-2.2741, 0.9028, -6.2092)
H (2.0994, -0.7972, -3.7690)
H (2.4394, -2.1210, 1.7975)
H (0.2848, -8.2573, -1.8537)
H (-0.3630, -4.0679, -3.2530)
H (0.4693, -0.1102, 1.5094)
H (3.0123, -4.2549, 0.5091)
H (-3.4333, 0.9578, 6.3515)
H (-3.0004, 2.1045, -4.3319)
H (-1.9110, -1.4688, -3.5052)
H (-2.2089, -2.9823, -4.3997)
H (-1.8012, 2.7316, 2.7832)
H (4.4247, -3.7689, 4.5278)
H (-2.3074, -1.1795, 6.1341)
H (2.4422, -7.5603, -0.7865)
H (-2.7523, -0.0876, -0.8978)
H (2.6011, 2.5889, 2.5913)
H (3.4545, -2.2566, -4.9707)
H (0.4479, 4.7041, -2.1931)
H (-0.0843, 4.7656, 3.9159)
H (3.2667, -4.1538, 3.2587)
H (-2.3285, -5.2362, 2.8372)
H (5.2863, -0.6995, -5.2046)
H (-4.4821, 4.5778, -1.0492)
H (3.2741, -1.6485, 4.1795)
H (-2.7436, -3.5608, 2.3994)
H (0.3462, -1.3992, 0.2060)
H (5.5522, 1.6968, 1.7032)
H (-0.4724, 1.7210, -5.3136)
H (1.1988, 4.1209, -4.3244)
H (-2.2571, 5.7930, 3.4440)
H (1.2440, 0.6812, -0.7824)
H (6.0182, -0.3334, 0.7213)
H (0.0395, -8.2734, -0.2082)
H (6.1292, 2.8951, -1.1198)
H (0.7911, 7.0919, 3.7288)
H (-0.4720, 7.4403, 2.5759)
H (-3.8954, 5.5857, -3.2524)
H (2.4133, -6.1862, -5.1189)
H (3.4740, -5.5119, -4.0986)
H (-3.0102, 3.1996, 0.6723)
H (-5.9327, 4.6094, -1.9038)
H (-4.3813, 0.5438, -0.6611)
H (3.4265, 1.0183, 0.8497)
H (-5.2780, 2.5692, -0.8331)
H (-4.7798, 1.6962, -3.0942)
H (2.2939, -4.5641, 5.8259)
H (-1.1641, -3.5114, 4.2598)
H (0.4916, 6.7647, -1.4251)
H (3.6767, 0.4688, -2.5435)
H (7.1713, 2.9152, 0.3593)
H (5.6299, 3.8938, 0.2335)
H (-2.6324, 0.4055, -3.7281)

Computed properties:
Frontier orbital gap   9.33 eV
HOMO   -8.89 eV

=====

DFT (wB97M-V/def2-TZVPD) results for C2H2F3NO in the gas phase.

CARTESIAN COORDINATES (ANGSTROEM)
F (0.7635, 0.3721, 1.6454)
F (-0.9927, 1.3984, 0.9325)
F (0.8109, 1.2901, -0.9993)
O (-0.9486, -1.6401, -1.1410)
N (-0.2957, -0.7153, -1.5416)
C (-0.2955, 0.2990, 0.8071)
C (0.4338, 0.0881, -0.5400)
H (-0.7675, -0.5714, 1.2713)
H (1.2919, -0.5210, -0.4345)

Computed properties:
Frontier orbital gap (alpha / beta)   10.10 / 11.15 eV
HOMO (alpha / beta)   -9.08 / -12.75 eV
Multiplicity   3
ΔE to the lowest compared entry with this formula, charge and spin   0.0 kJ/mol

=====

DFT (wB97M-V/def2-TZVPD) results for a molecular structure, C17H29Br2Cl5IrO5SSi3.

CARTESIAN COORDINATES (ANGSTROEM)
Ir (-1.9565, -1.3205, -0.4083)
Br (-2.5422, -3.6425, -2.4179)
Br (-1.9755, -0.6333, -3.4602)
Cl (-7.8187, -0.9019, -0.5523)
Cl (-4.9985, -0.0120, 4.0577)
Cl (-5.1944, -1.2458, -2.1659)
Cl (-2.3742, -0.4516, 2.3986)
Cl (-7.7520, -0.3006, 2.5443)
S (0.3148, -2.7365, 0.3241)
Si (2.5765, 0.0071, -1.3969)
Si (0.3626, 1.8025, 0.1066)
Si (1.9605, -0.5261, 1.7056)
O (1.3345, -3.7362, 0.3460)
O (0.6265, -1.6261, 1.3525)
O (0.1536, -2.0059, -0.9785)
O (-1.1057, 1.0516, -0.2936)
O (-1.0477, -3.1866, 0.6888)
C (0.7068, 3.1053, -1.1988)
C (1.6724, 0.4863, 0.2022)
C (1.3607, -0.1132, 3.4334)
C (-1.8144, -2.5301, -3.8055)
C (-5.1159, -0.9697, -0.4581)
C (-6.3010, -0.8001, 0.2199)
C (0.0462, 2.7643, 1.6757)
C (-5.0591, -0.3796, 2.3794)
C (3.4340, 1.5708, 1.8311)
C (-6.2860, -0.4992, 1.7187)
C (3.1758, -1.7618, -1.5349)
C (-2.2458, 1.9173, -0.4189)
C (3.5011, -1.5751, 1.7779)
C (4.0983, 1.1244, -1.4897)
C (-3.8657, -0.8943, 0.1663)
C (1.5386, 0.3097, -2.9193)
C (-3.9186, -0.5620, 1.6551)
H (4.1558, 1.3707, 1.0523)
H (0.8838, 3.4271, 1.9161)
H (-2.3430, -2.7374, -4.7230)
H (2.6633, -2.2307, -2.3792)
H (3.2521, -2.6125, 1.5413)
H (-0.8228, 3.4094, 1.5136)
H (4.9018, 0.7445, -0.8503)
H (0.7106, -0.4056, -2.9522)
H (1.7666, 3.1485, -1.4616)
H (4.2882, -1.2409, 1.0981)
H (0.7748, -0.9717, 3.7679)
H (-0.1685, 2.1441, 2.5436)
H (3.7032, 1.3040, 2.8501)
H (0.4181, 4.0925, -0.8262)
H (-2.9890, 1.4252, -1.0441)
H (0.7340, 0.7739, 3.5030)
H (2.7984, 2.4366, 1.6987)
H (1.1324, 1.3154, -3.0155)
H (2.1822, 0.1256, -3.7860)
H (3.9011, 2.1620, -1.2029)
H (4.4858, 1.1275, -2.5155)
H (-1.9666, 2.8672, -0.8834)
H (2.1977, 0.0239, 4.1238)
H (3.9045, -1.5436, 2.7946)
H (-2.6859, 2.1094, 0.5616)
H (2.9955, -2.4057, -0.6708)
H (0.1471, 2.9210, -2.1193)
H (-0.7591, -2.7472, -3.8739)
H (4.2470, -1.7620, -1.7461)

Computed properties:
Frontier orbital gap (alpha / beta)   3.76 / 6.44 eV
HOMO (alpha / beta)   -5.49 / -8.87 eV
Multiplicity   6

=====

The records above yield max |F| values of 1.20; 2.65; 2.65; 2.31 eV/Å, respectively.
The records above yield molar mass values of 642.193; 981.304; 113.038; 959.029 g mol⁻¹, respectively.